Here is 2 unconnected molecules or ions with the total composition CH5N4O2 at a distorted geometry from the OMol25 dataset. Energies are from ωB97M-V/def2-TZVPD.

The geometry in XYZ format:
```
12
Properties=species:S:1:pos:R:3
C 2.300 0.417 0.003
N -1.000 0.891 0.140
N 2.928 -0.570 -0.025
N -0.518 -0.223 0.203
N -0.992 -1.390 -0.140
O 1.527 1.255 0.091
O -2.337 1.041 -0.178
H -0.492 1.800 0.253
H 3.553 -1.292 -0.249
H -2.048 -1.609 -0.132
H -0.458 -2.220 -0.017
H -2.463 1.900 0.051
```

Values from the calculation:
Net charge: +1
E_HOMO, eV: -14.82
Energy, a.u.: -410.21451

=====

Here is a molecular structure, CH5N4O3 at a distorted geometry from the OMol25 dataset. Energies are from ωB97M-V/def2-TZVPD.

The geometry in XYZ format:
```
13
Properties=species:S:1:pos:R:3
C 0.785 0.066 -0.215
N 1.574 -0.690 -0.908
N 1.258 0.655 0.847
N -2.509 -0.013 0.573
N -0.416 0.287 -0.770
O -2.166 -1.100 0.258
O -3.223 0.584 1.258
O -1.311 1.079 -0.160
H 2.444 -0.969 -0.442
H 1.421 -1.432 -1.665
H 2.251 0.612 1.196
H 0.618 1.316 1.373
H -0.726 -0.396 -1.344
```

Values from the calculation:
Net charge: +1
E_HOMO (alpha / beta), eV: -14.49 / -14.49
Energy, a.u.: -485.41019

=====

Here is 2 unconnected molecules or ions with the total composition CH5N4S at a distorted geometry from the OMol25 dataset. Energies are from ωB97M-V/def2-TZVPD.

The geometry in XYZ format:
```
11
Properties=species:S:1:pos:R:3
C -0.919 0.556 0.942
N -1.912 -0.169 1.411
N -1.696 -1.414 1.296
N -0.592 -1.693 0.851
N 1.436 0.943 -1.348
S 0.399 -0.413 0.367
H -0.973 1.544 0.682
H -0.438 -2.696 0.453
H 2.132 0.216 -1.779
H 1.832 1.772 -0.865
H 0.732 1.354 -2.011
```

Values from the calculation:
Net charge: +1
E_HOMO, eV: -14.65
Energy, a.u.: -657.95377

=====

Here is CH5N5O in the gas phase at a distorted geometry from the OMol25 dataset. Energies are from ωB97M-V/def2-TZVPD.

The geometry in XYZ format:
```
12
Properties=species:S:1:pos:R:3
H -1.948 0.750 3.030
N -0.941 0.686 2.773
N -0.960 0.424 1.542
N 0.298 0.595 1.072
N 0.569 0.437 -0.308
C 0.416 -0.849 -0.915
N 0.366 -0.728 -2.262
O 0.422 -1.781 -0.181
H 1.066 0.449 1.622
H 0.268 1.275 -0.974
H 0.351 0.240 -2.526
H 0.093 -1.500 -2.873
```

Values from the calculation:
Net charge: 0
E_HOMO, eV: -9.73
Energy, a.u.: -390.04463

=====

Here is CH5N5OS in the gas phase at a distorted geometry from the OMol25 dataset. Energies are from ωB97M-V/def2-TZVPD.

The geometry in XYZ format:
```
13
Properties=species:S:1:pos:R:3
H -3.468 -0.235 -1.588
N -2.478 -0.073 -1.169
N -2.659 0.843 -0.357
S -1.608 1.282 0.759
C 0.068 0.479 0.229
N 0.093 -0.794 0.223
O -0.993 -1.500 0.650
N 0.960 1.200 -0.469
N 2.189 0.492 -0.795
H -1.076 -2.425 0.399
H 1.323 2.008 0.036
H 2.505 0.018 0.056
H 2.153 -0.083 -1.594
```

Values from the calculation:
Net charge: 0
E_HOMO, eV: -8.96
Energy, a.u.: -788.12473

=====

Here is 2 unconnected molecules or ions with the total composition CH5NO at a distorted geometry from the OMol25 dataset. Energies are from ωB97M-V/def2-TZVPD.

The geometry in XYZ format:
```
8
Properties=species:S:1:pos:R:3
C 1.811 0.592 -0.811
O 0.889 0.962 -0.138
H 1.509 -0.083 -1.727
H 2.717 1.056 -0.899
N -1.572 -0.313 1.144
H -2.466 -0.627 1.273
H -1.437 -0.188 0.146
H -1.452 -1.399 1.011
```

Values from the calculation:
Net charge: 0
E_HOMO, eV: -10.18
Energy, a.u.: -171.01153

=====

Here is 2 unconnected molecules or ions with the total composition CH5NO2 at a distorted geometry from the OMol25 dataset. Energies are from ωB97M-V/def2-TZVPD.

The geometry in XYZ format:
```
9
Properties=species:S:1:pos:R:3
C -0.724 -1.942 -1.144
O -1.398 -1.564 -2.049
H -0.582 -1.591 -0.204
H -0.144 -2.859 -1.235
N 0.496 1.996 1.187
O 0.651 0.850 0.374
H 0.829 1.717 2.127
H -0.533 2.327 1.067
H 1.405 1.065 -0.123
```

Values from the calculation:
Net charge: 0
E_HOMO, eV: -9.73
Energy, a.u.: -246.21800

=====

Here is 2 unconnected molecules or ions with the total composition CH5NO2 at a distorted geometry from the OMol25 dataset. Energies are from ωB97M-V/def2-TZVPD.

The geometry in XYZ format:
```
9
Properties=species:S:1:pos:R:3
C -1.668 -0.211 -0.006
N 2.035 0.158 -0.019
O -0.597 0.674 -0.220
O 0.963 -0.403 -0.274
H -1.653 -0.623 1.024
H -1.316 -1.074 -0.471
H -2.452 0.320 -0.356
H 2.362 0.275 0.986
H 2.326 0.883 -0.665
```

Values from the calculation:
Net charge: 0
E_HOMO (alpha / beta), eV: -9.47 / -8.91
Energy, a.u.: -246.12878

=====

The calculation returns the following energy above the lowest of the compared OMol25 structures with the same formula, charge and spin values, one per record and in order: 49.3 0.6 17.3 10.2 4.3 44.3 87.1 143.1 kcal/mol.